1.
16
Properties=species:S:1:pos:R:3 method="wB97M-V/def2-TZVPD" fmax_ev_per_a=0.37 homo_lumo_gap_ev=8.37 molar_mass_g_mol=86.13 total_energy_ev=-7389.6987
C 1.624 -0.643 0.441
C 0.122 -0.730 0.406
C -0.322 -1.686 -0.661
C -0.361 1.844 0.587
C -1.485 1.392 -0.227
O -0.156 0.927 -0.499
H 2.147 -0.714 -0.530
H 1.937 -1.504 1.049
H 1.986 0.249 0.970
H 0.283 -1.720 -1.584
H -1.380 -1.568 -0.927
H -0.239 -2.670 -0.175
H 0.089 2.819 0.425
H -0.224 1.353 1.548
H -1.889 2.032 -1.006
H -2.131 0.619 0.182

---

2.
118
Properties=species:S:1:pos:R:3 method="wB97M-V/def2-TZVPD" fmax_ev_per_a=0.73 homo_lumo_gap_ev=7.89 total_charge=+2 molar_mass_g_mol=925.77 total_energy_ev=-146552.1566
Ga 1.485 -1.203 0.582
S 5.411 -0.065 2.740
C 4.376 -0.420 4.088
C 4.686 -0.380 5.442
C 3.676 -0.640 6.345
C 2.384 -0.934 5.904
C 2.080 -0.986 4.559
C 3.088 -0.733 3.626
N 2.969 -0.702 2.245
C 4.085 -0.345 1.669
C 4.157 -0.123 0.232
C 5.270 0.451 -0.383
C 5.216 0.770 -1.727
C 4.053 0.529 -2.447
C 2.960 -0.075 -1.836
C 3.003 -0.429 -0.494
H 5.687 -0.138 5.771
H 3.884 -0.605 7.406
H 1.605 -1.121 6.631
H 1.077 -1.196 4.221
H 6.160 0.663 0.197
H 6.073 1.220 -2.210
H 4.001 0.812 -3.491
H 2.058 -0.262 -2.408
O 0.016 0.596 -0.667
O 0.174 0.202 0.758
C -1.746 -2.662 3.632
N -0.623 -3.580 3.536
C -0.424 -4.424 4.708
C 0.330 -3.405 2.590
N 0.481 -2.247 1.986
N 1.127 -4.459 2.299
C 0.606 -5.820 2.247
C 2.351 -4.272 1.542
H -2.575 -3.185 4.105
H -2.064 -2.342 2.640
H -1.517 -1.779 4.240
H -0.487 -3.808 5.607
H 0.555 -4.892 4.690
H -1.191 -5.197 4.776
H -0.078 -1.517 2.413
H -0.415 -5.863 2.610
H 1.227 -6.497 2.835
H 0.617 -6.171 1.210
H 2.795 -3.306 1.780
H 2.164 -4.324 0.466
H 3.054 -5.057 1.814
C -1.029 2.567 -2.112
P -0.711 2.015 -0.417
C 0.518 3.044 0.389
C 1.488 3.586 -0.458
C 2.546 4.304 0.073
C 2.635 4.491 1.444
C 1.686 3.929 2.287
C 0.630 3.198 1.767
C -2.233 1.575 0.435
C -2.624 2.086 1.664
C -3.763 1.589 2.281
C -4.512 0.593 1.673
C -4.124 0.088 0.437
C -2.984 0.571 -0.179
P -1.201 4.463 -2.256
C -2.014 4.549 -3.892
C -1.779 3.620 -4.901
C -2.351 3.790 -6.154
C -3.142 4.897 -6.416
C -3.358 5.841 -5.421
C -2.793 5.673 -4.168
C -2.671 4.736 -1.186
C -2.552 5.618 -0.115
C -3.647 5.892 0.694
C -4.862 5.277 0.442
C -4.993 4.403 -0.632
C -3.907 4.141 -1.447
H -1.932 2.071 -2.471
H -0.175 2.247 -2.714
H 1.431 3.439 -1.527
H 3.295 4.717 -0.588
H 3.448 5.070 1.860
H 1.763 4.054 3.358
H -0.082 2.745 2.441
H -2.059 2.874 2.137
H -4.069 1.993 3.237
H -5.401 0.214 2.159
H -4.713 -0.680 -0.047
H -2.676 0.168 -1.138
H -1.146 2.758 -4.723
H -2.168 3.058 -6.931
H -3.585 5.029 -7.394
H -3.962 6.715 -5.622
H -2.959 6.413 -3.394
H -1.602 6.110 0.067
H -3.554 6.596 1.511
H -5.718 5.491 1.070
H -5.950 3.944 -0.843
H -4.029 3.499 -2.313
C -1.827 -2.438 -3.480
C -1.363 -3.576 -2.575
N 0.081 -3.782 -2.664
C 0.510 -4.772 -3.662
C 0.637 -6.168 -3.056
C 0.943 -3.143 -1.868
C 2.413 -3.360 -2.091
N 0.572 -2.325 -0.917
H -2.913 -2.352 -3.449
H -1.536 -2.632 -4.513
H -1.387 -1.488 -3.170
H -1.847 -4.506 -2.870
H -1.654 -3.385 -1.540
H 1.447 -4.463 -4.118
H -0.243 -4.791 -4.448
H 1.353 -6.183 -2.234
H 0.975 -6.873 -3.815
H -0.326 -6.511 -2.677
H 2.713 -2.885 -3.026
H 2.676 -4.415 -2.144
H 2.974 -2.893 -1.289
H -0.431 -2.202 -0.835

---

3.
8
Properties=species:S:1:pos:R:3 method="wB97M-V/def2-TZVPD" fmax_ev_per_a=3.64 homo_lumo_gap_ev=10.86 smiles="O=S1(=O)CN1" molar_mass_g_mol=93.11 total_energy_ev=-17502.9969
O 2.367 1.337 0.017
S 1.840 0.036 -0.034
O 2.635 -1.152 -0.135
C 0.145 -0.293 -0.443
N 0.574 -0.177 1.019
H 0.000 -1.257 -0.888
H -0.200 0.497 -1.119
H 0.123 0.613 1.592

---

4.
29
Properties=species:S:1:pos:R:3 method="wB97M-V/def2-TZVPD" fmax_ev_per_a=1.05 homo_lumo_gap_ev=6.80 total_charge=-1 molar_mass_g_mol=465.13 total_energy_ev=-115276.0652
Ag -1.307 -1.448 -0.212
O 4.142 -2.109 1.336
C 2.900 -2.528 1.008
C 2.555 -2.944 -0.277
C 1.258 -3.342 -0.523
N 0.294 -3.317 0.397
C 0.658 -2.959 1.616
Br -0.727 -2.959 2.913
C 1.922 -2.574 1.999
H 4.662 -1.966 0.535
H 3.283 -2.912 -1.073
H 0.947 -3.672 -1.505
H 2.142 -2.268 3.008
C -0.012 4.887 -0.642
C -0.581 3.508 -0.508
C -1.953 3.311 -0.359
C -2.378 2.002 -0.184
N -1.535 0.989 -0.169
C -0.225 1.266 -0.366
S 0.844 -0.040 -0.401
N 0.266 2.498 -0.526
H -0.811 5.619 -0.737
H 0.655 4.942 -1.500
H 0.578 5.117 0.243
H -2.644 4.139 -0.369
H -3.421 1.741 -0.051
S -3.346 -2.756 -0.345
C -3.848 -1.510 -1.303
N -4.318 -0.717 -2.004

---

One value per record, in order, for HOMO: -7.3 -12.3 -10.3 -4.3 eV.
One value per record, in order, for ΔE to the lowest compared entry with this formula, charge and spin: 5.0666 0.1889 2.4731 0.1443 eV.